The following is a DFT calculation (ωB97M-V/def2-TZVPD) of a structure of composition C31H31Cl2N9O4PtS2.

Its multiplicity is 5. Its electronic energy is -3829.3157 hartree. The frontier orbital gap (spin up / spin down) comes out at 7.470 / 5.080 eV. The LUMO energy (spin up / spin down) is -4.78 / -8.19 eV. Its total charge is +2. For the relative energy (zero: lowest compared OMol25 entry of this formula, charge and spin), the calculation gives 0.000 eV.

```
80
Properties=species:S:1:pos:R:3:forces:R:3
Pt -1.539340 -0.035613 0.334382 0.059 -0.039 -0.211
N -5.182739 2.156898 -0.082038 0.007 0.014 -0.020
C -4.429882 3.310638 -0.269366 -0.011 -0.020 0.003
C -4.787526 4.639723 -0.472216 0.002 0.002 -0.002
C -3.749406 5.540596 -0.584719 0.000 -0.004 -0.002
C -2.403849 5.140406 -0.488624 -0.004 0.003 0.007
C -2.055332 3.822219 -0.291153 0.010 0.023 0.002
C -3.096312 2.901320 -0.196419 -0.012 -0.006 -0.032
N -3.066807 1.534091 0.010917 0.027 0.000 -0.069
C -4.315611 1.136365 0.091273 0.020 -0.021 0.078
C -4.607827 -0.257465 0.415260 0.044 0.060 0.004
C -5.780167 -0.933006 0.532827 -0.003 -0.012 0.007
S -5.476806 -2.549425 0.996583 -0.013 0.001 -0.001
C -3.805298 -2.243150 1.002455 -0.031 0.028 0.020
N -3.492331 -1.020072 0.682832 -0.055 0.003 0.055
H -6.185908 2.105547 -0.022830 0.000 0.001 0.004
H -5.819931 4.956225 -0.529506 0.000 0.002 0.002
H -3.974921 6.587130 -0.736287 -0.001 0.000 0.000
H -1.629575 5.892494 -0.556024 -0.002 0.001 -0.002
H -1.025399 3.509223 -0.178360 0.000 -0.014 0.007
H -6.785971 -0.576574 0.381040 -0.001 0.000 0.005
H -3.063521 -2.989084 1.250499 -0.008 -0.013 -0.007
N 0.207647 -1.253927 3.317036 0.093 0.099 0.190
C 0.895382 -0.094132 3.351538 0.012 -0.096 0.059
C 1.500796 0.325787 4.670012 0.000 -0.015 -0.005
C 2.537410 -0.653271 5.245891 -0.055 0.012 0.014
C 3.911378 -0.618128 4.581254 0.025 0.071 0.029
N 3.903728 -0.848681 3.139099 -0.011 0.086 -0.135
C 3.573476 -1.995334 2.551364 -0.055 -0.056 0.011
N 3.506884 -2.068553 1.226701 -0.093 0.017 -0.263
N 3.312515 -3.082037 3.276977 0.040 -0.098 0.022
C -0.356122 1.462062 2.907862 -0.009 0.164 0.015
O 0.182212 2.441364 3.294167 0.020 -0.108 -0.063
O -1.351895 1.009479 2.374822 -0.122 -0.149 0.132
H -0.263301 -1.575478 4.148561 0.012 0.016 0.018
H -0.070956 -1.667726 2.428067 -0.023 -0.049 -0.035
H 1.457759 0.103250 2.443411 0.022 0.013 -0.035
H 0.693766 0.428461 5.400992 0.004 0.004 0.005
H 1.932873 1.318970 4.557125 0.008 0.013 0.005
H 2.128212 -1.666212 5.237920 -0.031 0.025 0.005
H 2.698300 -0.399932 6.295458 -0.006 -0.012 0.005
H 4.587919 -1.332648 5.056897 -0.004 -0.005 0.009
H 4.362587 0.362746 4.724589 0.003 -0.009 -0.007
H 4.011338 -0.051484 2.524942 0.002 -0.060 0.045
H 3.582052 -1.197867 0.699344 -0.060 -0.171 0.046
H 2.951152 -2.818326 0.807502 0.099 0.195 0.105
H 3.468674 -3.097106 4.268677 -0.020 -0.010 -0.022
H 3.116776 -3.954699 2.813360 -0.005 0.043 0.025
S 3.177674 1.045007 -0.148091 -0.053 -0.131 -0.042
C 1.554973 0.850551 -0.078629 0.146 0.208 -0.040
N 0.395110 0.741775 -0.068128 -0.049 0.026 0.113
Cl 3.676965 -0.719873 -4.533183 0.000 -0.015 -0.007
C 3.089546 0.901268 -4.477432 -0.073 -0.011 0.017
C 3.802672 1.899133 -5.097253 0.000 0.043 -0.013
C 3.328107 3.203618 -5.039233 -0.007 -0.026 0.007
C 2.175004 3.506858 -4.331117 0.019 0.021 -0.010
C 1.456999 2.510553 -3.698568 0.026 -0.034 0.016
Cl 0.160455 2.993448 -2.673608 -0.007 -0.010 0.007
C 1.872147 1.165704 -3.802620 0.098 0.125 -0.150
N 1.251008 0.083698 -3.212958 -0.165 -0.152 0.167
C -0.062623 -0.209408 -3.012860 0.229 0.085 -0.065
C -1.067163 0.467897 -3.736293 -0.108 0.026 -0.034
C -2.389753 0.161995 -3.532280 0.040 0.001 -0.011
C -2.730704 -0.834399 -2.618586 -0.016 0.029 -0.070
C -1.739548 -1.541320 -1.930624 -0.037 -0.019 0.086
C -0.391067 -1.269158 -2.115508 0.015 -0.038 0.040
C 0.650529 -2.105665 -1.432433 0.009 0.001 0.027
C 0.405054 -2.563762 0.026514 0.016 -0.078 -0.168
O 1.143920 -3.455588 0.430386 0.119 0.092 0.074
O -0.506818 -2.001482 0.723918 -0.092 -0.066 0.009
H 4.715456 1.658306 -5.622722 0.000 -0.001 0.002
H 3.877902 3.995662 -5.528558 0.000 -0.001 0.001
H 1.840717 4.529980 -4.235068 0.002 -0.002 0.000
H 1.907125 -0.651483 -2.964903 0.010 0.030 0.047
H -0.782176 1.193885 -4.484479 0.001 -0.020 0.010
H -3.155452 0.669598 -4.101747 -0.004 0.001 0.004
H -3.770713 -1.093480 -2.466063 -0.001 -0.005 0.008
H -2.017930 -2.361874 -1.282828 0.005 -0.021 -0.074
H 1.620433 -1.604706 -1.389970 -0.003 0.014 0.029
H 0.803258 -3.024909 -2.004190 0.003 -0.001 -0.007
```
Forces are in eV/Å.

These are the Löwdin partial charges, in e, on atoms 1 to 2: atom 1 (Pt): 1.237, atom 2 (N): 0.201

=====

The following is a DFT calculation (ωB97M-V/def2-TZVPD) of a cluster of 2 separate species, C31H31F6N4S in total.

Its electronic energy is -2416.1236 hartree. The frontier orbital gap comes out at 5.347 eV. The LUMO energy is -4.79 eV. Its total charge is +1. For the relative energy (zero: lowest compared OMol25 entry of this formula, charge and spin), the calculation gives 0.000 eV.

```
73
Properties=species:S:1:pos:R:3:forces:R:3
F 4.988469 -2.699188 2.491093 -0.600 -0.138 1.050
C 4.286771 -2.825380 3.663709 0.951 -0.511 -0.029
F 3.924807 -4.134531 3.778369 0.269 1.031 -0.094
F 5.170766 -2.558793 4.679632 -0.809 -0.261 -0.956
C 3.109151 -1.889596 3.700715 -0.144 0.057 -0.052
C 1.821002 -2.372894 3.882979 -0.087 0.605 0.060
C 0.750802 -1.457212 3.944958 0.320 -0.364 0.121
N -0.525961 -1.986281 4.159225 -0.601 0.297 0.183
C -1.666918 -1.318224 4.587222 -0.099 -0.932 -0.306
S -1.807907 0.290966 4.996590 -0.157 -0.151 0.161
N -2.728246 -2.165495 4.649389 -0.409 0.319 0.108
C -4.096288 -1.712102 4.985350 0.396 -0.358 -0.080
C -4.771806 -1.093966 3.759248 1.286 0.378 -0.810
C -5.133242 -2.128043 2.658059 0.049 0.263 0.398
C -6.493970 -1.665701 2.095950 -0.178 -0.077 0.187
C -6.898034 -0.421162 2.922758 -0.063 0.109 -0.419
N -5.990749 -0.427663 4.042894 -1.155 -0.297 0.946
C 0.973730 -0.094933 3.802457 0.252 0.563 -0.154
C 2.276563 0.356845 3.600720 0.180 -0.535 -0.062
C 2.519862 1.829757 3.458334 0.276 0.926 0.100
F 3.631904 2.099202 2.716615 -0.909 -0.135 0.620
F 1.466320 2.465420 2.845472 0.757 -0.397 0.436
F 2.687253 2.439170 4.675262 -0.155 -0.463 -1.128
C 3.353734 -0.522960 3.552220 -0.241 0.099 0.035
H 1.632240 -3.437376 4.006821 0.117 0.198 -0.039
H -0.603213 -2.997692 4.067196 0.085 0.496 0.082
H -2.618167 -3.119594 4.320912 -0.077 0.351 0.125
H -4.651288 -2.597180 5.328096 0.079 0.319 0.010
H -3.999878 -0.980980 5.796181 -0.158 -0.225 -0.163
H -4.033212 -0.358444 3.358065 -0.102 -0.507 -0.031
H -4.348354 -2.165450 1.897020 -0.161 -0.070 0.095
H -5.234427 -3.125659 3.102734 0.091 0.139 -0.090
H -6.432195 -1.442476 1.027451 -0.105 -0.021 0.162
H -7.245410 -2.449156 2.242083 0.178 0.119 -0.181
H -6.817157 0.482380 2.288108 0.064 -0.063 0.151
H -7.940337 -0.486043 3.262244 0.195 0.058 -0.082
H -5.974072 0.377145 4.654776 0.133 -0.105 -0.283
H 0.150093 0.625399 3.872476 0.590 -0.567 -0.160
H 4.360478 -0.150762 3.396724 -0.096 -0.099 0.028
C -7.387982 4.104111 -2.468437 0.236 -0.171 -0.563
C -7.171194 4.473677 -1.064725 -1.428 0.284 1.109
N -8.181636 4.884119 -0.264017 0.998 -0.449 -1.439
C -9.573245 4.954366 -0.675888 -0.374 0.061 -0.208
C -7.712745 5.177719 1.021347 0.806 -0.352 0.645
C -6.324617 4.901892 1.039586 -0.695 0.311 0.446
C -5.656116 4.958593 2.256152 -0.110 0.209 0.346
C -6.353174 5.380729 3.398758 -0.158 -0.158 -0.323
C -7.728620 5.660962 3.350418 0.060 -0.014 -0.435
C -8.440802 5.536448 2.147741 0.254 0.027 -0.006
C -5.955573 4.462651 -0.309872 1.011 -0.086 0.224
C -4.728395 4.006576 -0.757836 -1.238 0.264 -0.095
C -3.477611 4.132941 -0.060106 1.269 0.115 0.515
C -3.080623 5.327504 0.600273 -0.079 -0.348 -0.025
C -1.890320 5.374315 1.326749 -0.154 -0.150 -0.187
C -1.074524 4.237697 1.418778 -0.292 -0.090 -0.192
C -1.426219 3.066038 0.732874 -0.013 0.110 0.041
C -2.587300 3.028159 -0.032358 -0.372 0.272 -0.025
H -6.413400 3.833052 -2.882055 -0.326 0.009 -0.230
H -8.069408 3.245614 -2.577458 0.165 0.269 0.133
H -7.799501 4.937800 -3.058355 0.127 -0.213 0.211
H -10.176382 5.261957 0.182092 0.119 -0.090 -0.319
H -9.702995 5.681238 -1.489433 0.066 -0.153 0.273
H -9.921128 3.972409 -1.026555 0.139 0.272 0.169
H -4.608761 4.675548 2.307611 -0.260 0.180 0.200
H -5.819694 5.484107 4.343353 -0.160 -0.113 -0.249
H -8.252849 5.966747 4.254079 0.140 -0.072 -0.222
H -9.515807 5.705008 2.068523 0.358 0.011 0.314
H -4.723874 3.463529 -1.705938 0.113 0.098 0.173
H -3.719466 6.212019 0.536457 0.207 -0.290 0.034
H -1.601805 6.295397 1.838861 -0.103 -0.309 -0.227
H -0.162506 4.264705 2.017106 -0.272 -0.018 -0.201
H -0.792180 2.178677 0.799314 -0.180 0.351 -0.038
H -2.868480 2.128685 -0.585075 0.184 0.185 0.213
```
Forces are in eV/Å.

These are the Löwdin partial charges, in e, on atoms 1 to 2: atom 1 (F): 0.122, atom 2 (C): -0.512

=====

- Among the records above, which one has the lowest electronic energy?
  C31H31Cl2N9O4PtS2